C26H35CeO5S | ωB97M-V/def2-TZVPD

```
68
C26H35CeO5S ωB97M-V/def2-TZVPD
O 0.913 -0.931 -3.391
C 1.273 0.203 -4.415
C 0.878 -0.537 -5.670
H 2.377 0.347 -4.407
H 0.744 1.125 -4.161
C 0.723 -1.710 -4.661
H 1.704 -0.643 -6.379
H -0.028 -0.179 -6.165
C 1.845 -2.714 -4.927
H 2.791 -2.161 -5.001
H 1.679 -3.247 -5.877
H 1.898 -3.442 -4.112
C -0.664 -2.340 -4.731
H -1.448 -1.580 -4.665
H -0.785 -3.041 -3.902
H -0.812 -2.916 -5.657
Ce 0.412 -0.903 -0.081
C -2.878 -1.217 1.470
C -2.960 0.193 1.678
C -3.217 0.799 0.409
H -2.946 0.694 2.631
C -3.266 -0.238 -0.568
C -3.064 -1.490 0.088
H -3.127 -2.480 -0.369
H -2.768 -1.945 2.262
H -3.393 1.853 0.250
H -3.467 -0.095 -1.630
C 1.172 -2.745 1.432
C 0.000 -3.212 0.748
C 0.312 -3.309 -0.649
H -0.951 -3.462 1.211
C 1.669 -2.869 -0.834
C 2.209 -2.532 0.455
H 3.204 -2.157 0.671
H 1.289 -2.611 2.512
H -0.382 -3.623 -1.447
H 2.203 -2.783 -1.791
O -0.246 2.875 -3.292
C -1.558 2.428 -2.852
C -2.218 3.621 -2.134
H -1.460 1.578 -2.143
H -2.067 2.026 -3.722
C -1.065 4.528 -1.642
H -2.880 3.318 -1.331
H -2.821 4.128 -2.893
C 0.192 3.790 -2.223
H -0.971 4.469 -0.533
H -1.232 5.565 -2.041
H 0.562 3.165 -1.376
H 0.992 4.464 -2.556
C 2.161 0.642 8.301
C 1.665 0.666 6.883
C 1.332 -0.523 6.252
C 0.899 -0.556 4.911
C 0.814 0.651 4.191
C 1.117 1.863 4.826
C 1.560 1.860 6.163
S 0.167 0.757 2.496
O -0.317 -0.653 2.238
O -0.847 1.777 2.484
O 1.174 0.943 1.357
H 1.400 0.283 9.007
H 3.016 -0.040 8.415
H 2.470 1.641 8.629
H 1.462 -1.435 6.825
H 0.665 -1.518 4.474
H 1.073 2.808 4.291
H 1.821 2.774 6.668
```

Computed properties:
Net charge: +1
LUMO level (alpha / beta) in eV: -5.646 / -5.646
Largest force on an atom in eV/Å: 5.81
Multiplicity: 1
Energy relative to the best compared isomer or geometry (same formula, charge and spin) in kJ/mol: 317.6
Orbital gap (alpha / beta) in eV: 4.39 / 4.38

Löwdin population analysis, charges in e, atoms 1 to 5: -0.15 -0.08 -0.08 0.13 0.09